1.
Entry from the OMol25 dataset: a structure of composition C43H43N10O3RbS in a non-equilibrium geometry (ωB97M-V/def2-TZVPD).

The geometry in ORCA input format:
```
! RIJCOSX wB97M-V def2-TZVPD def2/J DEFGRID3
* xyz 0 1
Rb 0.307 -0.620 0.778
C -2.917 -0.530 -3.131
C -1.522 -0.162 -3.692
N -0.797 0.776 -2.858
C -1.032 2.182 -3.074
C -2.414 2.745 -2.710
S -2.900 2.462 -0.965
C -4.355 1.364 -1.124
C -4.050 -0.132 -0.986
N -2.854 -0.528 -1.686
H -3.642 0.224 -3.448
H -3.248 -1.490 -3.555
H -0.915 -1.072 -3.753
H -1.623 0.247 -4.700
H -1.035 0.550 -1.887
H -0.273 2.709 -2.488
H -0.860 2.404 -4.133
H -2.408 3.826 -2.853
H -3.188 2.312 -3.338
H -5.045 1.662 -0.332
H -4.821 1.604 -2.080
H -3.880 -0.367 0.063
H -4.956 -0.679 -1.310
H -2.506 -1.402 -1.304
C 1.295 0.121 5.285
C 1.286 -0.619 4.104
N 2.094 -0.316 3.102
C 2.958 0.681 3.280
C 3.000 1.373 4.493
N 2.156 1.107 5.476
C 3.854 1.023 2.160
C 5.190 1.331 2.410
C 6.002 1.728 1.351
C 5.436 1.748 0.078
C 4.106 1.362 -0.086
N 3.334 1.026 0.941
C 3.517 1.265 -1.433
C 3.864 2.123 -2.482
N 3.447 1.908 -3.717
C 2.652 0.871 -3.927
C 2.201 0.087 -2.871
N 2.646 0.280 -1.642
C 7.400 2.124 1.581
C 7.781 2.747 2.770
C 9.107 3.108 2.943
N 10.043 2.904 2.033
C 9.687 2.322 0.901
C 8.394 1.909 0.625
H 0.595 -0.077 6.083
H 0.616 -1.456 3.961
H 3.695 2.182 4.677
H 5.589 1.234 3.408
H 6.024 2.047 -0.775
H 4.484 2.995 -2.342
H 2.380 0.680 -4.954
H 1.498 -0.722 -3.004
H 7.057 2.971 3.537
H 9.432 3.585 3.858
H 10.479 2.178 0.177
H 8.168 1.419 -0.309
O -2.260 0.619 1.662
C -2.702 -0.359 2.600
C -1.824 -1.630 2.232
O -1.144 -2.140 3.119
O -1.876 -1.965 1.034
C -2.483 0.109 4.020
C -1.729 1.245 4.296
C -1.630 1.727 5.590
C -2.279 1.077 6.624
C -2.978 -0.091 6.369
C -3.076 -0.574 5.078
C -4.186 -0.657 2.438
C -5.103 0.377 2.602
C -6.461 0.146 2.493
C -6.930 -1.130 2.227
C -6.026 -2.167 2.070
C -4.666 -1.934 2.181
H -2.878 1.362 1.690
H -1.231 1.777 3.494
H -1.054 2.620 5.792
H -2.242 1.482 7.625
H -3.461 -0.617 7.182
H -3.629 -1.479 4.879
H -4.751 1.372 2.840
H -7.160 0.958 2.631
H -7.992 -1.320 2.159
H -6.383 -3.168 1.872
H -3.968 -2.746 2.060
N -0.452 -4.292 0.058
C 0.728 -4.242 -0.586
C 1.232 -5.384 -1.249
C 2.417 -5.288 -1.935
C 3.102 -4.072 -1.939
C 2.549 -3.020 -1.237
N 1.393 -3.081 -0.588
H -0.962 -5.158 0.080
H -0.852 -3.468 0.509
H 0.681 -6.314 -1.210
H 2.817 -6.143 -2.462
H 4.031 -3.964 -2.476
H 3.050 -2.062 -1.182
*
```

Its relative energy (zero: lowest compared OMol25 entry of this formula, charge and spin) is 0.7653 eV. The value obtained for the highest occupied orbital energy is -7.9 eV. The molar mass is 865.419 g mol⁻¹. The HOMO-LUMO gap is 0.27179 Ha.

Results of the Mulliken charge analysis, in e, for atoms 1 through 8:
1. Rb 0.450
2. C -0.913
3. C -0.843
4. N 0.556
5. C -1.011
6. C -0.586
7. S -0.139
8. C -1.072

---

2.
Entry from the OMol25 dataset: the molecule C4H3NO in a non-equilibrium geometry (ωB97M-V/def2-TZVPD).

The geometry in ORCA input format:
```
! RIJCOSX wB97M-V def2-TZVPD def2/J DEFGRID3
* xyz 0 1
C 0.346 1.500 0.107
C -0.048 0.412 0.757
C -0.206 -1.058 0.183
C 0.150 -1.478 -0.988
H 0.371 1.204 -1.164
H 0.472 2.452 0.639
H -0.507 0.513 1.745
N 0.324 -1.696 -2.152
O -0.901 -1.849 0.872
*
```

Its relative energy (zero: lowest compared OMol25 entry of this formula, charge and spin) is 2.2521 eV. The value obtained for the highest occupied orbital energy is -10.9 eV. Its SMILES is C=CC(=O)C#N. The molar mass is 81.074 g mol⁻¹. The HOMO-LUMO gap is 0.34988 Ha.

Results of the Mulliken charge analysis, in e, for atoms 1 through 8:
1. C -0.468
2. C -0.253
3. C 0.474
4. C 0.339
5. H 0.132
6. H 0.290
7. H 0.327
8. N -0.353

---

3.
Entry from the OMol25 dataset: the molecule C4H8FN in a non-equilibrium geometry (ωB97M-V/def2-TZVPD).

The geometry in ORCA input format:
```
! RIJCOSX wB97M-V def2-TZVPD def2/J DEFGRID3
* xyz 0 1
C -0.525 0.410 -0.148
C -1.012 1.764 -0.096
C 1.883 -0.704 0.198
C -1.339 -0.826 -0.529
N 1.076 0.460 0.163
F -2.402 -0.849 0.347
H -1.568 2.352 -0.940
H -1.792 1.806 0.651
H -0.144 2.415 0.080
H 1.535 -1.669 -0.076
H 2.021 -0.845 1.318
H 2.743 -0.511 -0.431
H -0.692 -1.740 -0.381
H -1.732 -0.831 -1.562
*
```

Its relative energy (zero: lowest compared OMol25 entry of this formula, charge and spin) is 3.6648 eV. The value obtained for the highest occupied orbital energy (alpha / beta) is -9.1 / -8.8 eV. Its SMILES is C/N=C(/C)CF. The molar mass is 89.113 g mol⁻¹. The HOMO-LUMO gap (alpha / beta) is 0.33940 / 0.32832 Ha.

Results of the Mulliken charge analysis, in e, for atoms 1 through 8:
1. C 0.478
2. C -1.048
3. C -0.731
4. C -0.147
5. N -0.319
6. F -0.283
7. H 0.283
8. H 0.252

---

4.
Entry from the OMol25 dataset: the ion C11H23N2 with charge +1 in a non-equilibrium geometry (ωB97M-V/def2-TZVPD).

The geometry in ORCA input format:
```
! RIJCOSX wB97M-V def2-TZVPD def2/J DEFGRID3
* xyz 1 3
C -0.321 -2.372 -0.891
C 1.170 2.031 0.160
C 2.105 0.959 -0.425
C 1.225 0.562 0.694
C 1.979 0.548 -1.948
C 1.628 0.423 2.121
C -3.107 1.688 -0.520
C -2.199 -1.030 1.199
C 1.866 -2.035 -0.095
C -2.102 0.574 -0.776
C -1.311 0.003 0.505
N 0.091 -0.395 0.306
N 0.480 -1.593 -0.240
H -1.399 -2.230 -1.015
H 0.170 -3.322 -1.316
H 1.596 2.665 0.920
H 0.281 2.275 -0.309
H 3.146 1.095 -0.154
H 1.001 0.587 -2.230
H 2.335 -0.410 -2.119
H 2.540 1.249 -2.499
H 0.644 0.731 2.666
H 2.347 1.275 2.486
H 2.055 -0.540 2.503
H -2.806 2.378 0.269
H -3.024 2.232 -1.499
H -4.125 1.324 -0.253
H -3.263 -0.625 1.052
H -2.302 -2.060 0.834
H -2.065 -0.983 2.343
H 1.906 -2.616 0.849
H 2.561 -1.288 -0.102
H 2.145 -2.698 -0.868
H -2.705 -0.163 -1.289
H -1.434 0.827 -1.540
H -1.111 0.935 1.182
*
```

Its relative energy (zero: lowest compared OMol25 entry of this formula, charge and spin) is 0.9787 eV. The value obtained for the highest occupied orbital energy (alpha / beta) is -10.2 / -14.2 eV. The molar mass is 183.319 g mol⁻¹. The HOMO-LUMO gap (alpha / beta) is 0.29648 / 0.29563 Ha.

Results of the Mulliken charge analysis, in e, for atoms 1 through 8:
1. C -0.369
2. C -0.817
3. C 0.140
4. C 0.055
5. C -1.499
6. C -1.252
7. C -1.316
8. C -1.110

---

5.
Entry from the OMol25 dataset: the molecule C4H6N2O in a non-equilibrium geometry (ωB97M-V/def2-TZVPD).

The geometry in ORCA input format:
```
! RIJCOSX wB97M-V def2-TZVPD def2/J DEFGRID3
* xyz 0 1
C 0.973 0.198 -0.341
C 0.156 -0.581 0.612
C -1.180 0.955 -0.132
C 0.012 0.817 0.434
H 2.847 -0.961 -0.530
H 2.756 -0.033 0.752
H 0.566 0.206 -1.384
H 0.719 -1.264 1.295
H -1.889 1.836 0.175
H 0.222 1.735 1.155
N 2.459 0.049 -0.310
N -1.905 -0.121 -0.382
O -1.107 -1.168 -0.007
*
```

Its relative energy (zero: lowest compared OMol25 entry of this formula, charge and spin) is 6.3262 eV. The value obtained for the highest occupied orbital energy is -8.9 eV. Its SMILES is N[C@@H]1[C@H]2C=NO[C@@H]12. The molar mass is 98.105 g mol⁻¹. The HOMO-LUMO gap is 0.35872 Ha.

Results of the Mulliken charge analysis, in e, for atoms 1 through 8:
1. C -0.161
2. C -0.233
3. C -0.295
4. C 0.135
5. H 0.308
6. H 0.301
7. H 0.287
8. H 0.345

---

6.
Entry from the OMol25 dataset: a cluster of 2 separate species, C6H10N2OS in total in a non-equilibrium geometry (ωB97M-V/def2-TZVPD).

The geometry in ORCA input format:
```
! RIJCOSX wB97M-V def2-TZVPD def2/J DEFGRID3
* xyz 0 1
C 0.666 -1.563 1.685
C 1.175 -0.403 2.261
C -0.636 -1.352 1.429
C 0.119 0.426 2.505
C 0.518 1.274 -1.293
C 0.255 -0.104 -3.256
N -0.983 -0.109 1.879
N -0.243 0.360 -2.130
O -2.196 0.569 -0.455
S -1.823 -0.003 -1.716
H 1.116 -2.358 1.331
H 2.218 -0.201 2.659
H -1.433 -1.929 0.934
H 0.236 1.109 -0.167
H 1.611 1.023 -1.297
H 0.208 2.268 -1.733
H 0.217 1.325 3.009
H 1.163 0.250 -3.605
H -0.300 -0.655 -3.871
H -1.887 0.073 1.832
*
```

Its relative energy (zero: lowest compared OMol25 entry of this formula, charge and spin) is 4.7836 eV. The value obtained for the highest occupied orbital energy (alpha / beta) is -6.9 / -7.2 eV. The molar mass is 158.226 g mol⁻¹. The HOMO-LUMO gap (alpha / beta) is 0.25094 / 0.27501 Ha.

Results of the Mulliken charge analysis, in e, for atoms 1 through 8:
1. C -0.742
2. C -0.083
3. C -0.292
4. C -0.845
5. C -0.604
6. C -0.539
7. N 0.118
8. N 0.156